Version A
CH2N2S2 | ωB97M-V with the def2-TZVPD basis set

CARTESIAN COORDINATES (ANGSTROEM)
S  2.110  1.400  0.108
N  1.573  -0.187  0.355
S  2.257  -1.566  -0.083
H  0.924  -0.372  1.161
C  -2.254  0.192  -0.563
N  -1.516  0.371  0.282
H  -3.095  0.162  -1.260

total charge	0
multiplicity	1
lowest unoccupied orbital energy (alpha / beta)	-1.82 / -1.82	eV
frontier orbital gap (alpha / beta)	7.00 / 7.01	eV

Per-atom natural (NBO) charges, elementary charge units:
1 S 0.105
2 N -0.746
3 S 0.212
4 H 0.429
5 C 0.090
6 N -0.332
7 H 0.242

---

Version B
CH2N2S2 | ωB97M-V with the def2-TZVPD basis set

CARTESIAN COORDINATES (ANGSTROEM)
N  -0.623  0.995  0.128
C  -1.130  1.623  -0.742
S  -2.060  2.431  -1.685
H  -0.184  0.071  0.188
N  1.214  -1.285  0.821
S  0.913  -2.307  -0.281
H  1.871  -1.528  1.571

total charge	0
multiplicity	1
lowest unoccupied orbital energy (alpha / beta)	-1.88 / -1.88	eV
frontier orbital gap (alpha / beta)	7.27 / 7.28	eV

Per-atom natural (NBO) charges, elementary charge units:
1 N -0.662
2 C 0.224
3 S -0.022
4 H 0.437
5 N -0.790
6 S 0.447
7 H 0.367

---

Least stable of them? version A.

---

Version A
C2H5ClS | ωB97M-V with the def2-TZVPD basis set

CARTESIAN COORDINATES (ANGSTROEM)
C  1.511  -1.082  3.325
C  -0.748  -0.339  -1.751
H  1.880  -0.151  3.682
H  1.174  -1.916  4.092
H  -0.173  -0.451  -2.634
H  -0.578  -0.311  -0.754
H  -2.602  -0.780  -2.284
S  1.235  -0.503  1.723
Cl  -1.414  1.187  -2.301

total charge	0
multiplicity	1
lowest unoccupied orbital energy	-1.14	eV
frontier orbital gap	7.64	eV

Per-atom natural (NBO) charges, elementary charge units:
1 C -0.437
2 C -0.376
3 H 0.196
4 H 0.236
5 H 0.222
6 H 0.195
7 H 0.064
8 S 0.006
9 Cl -0.107

---

Version B
C2H5ClS | ωB97M-V with the def2-TZVPD basis set

CARTESIAN COORDINATES (ANGSTROEM)
C  -0.324  -1.504  -0.140
C  -0.405  -0.824  -1.276
Cl  -1.661  0.400  -1.468
H  -0.961  -1.252  0.594
H  0.490  -2.201  -0.192
H  0.112  -0.946  -2.190
S  1.344  1.686  1.359
H  0.069  1.675  1.438
H  1.336  2.966  1.876

total charge	0
multiplicity	1
lowest unoccupied orbital energy	0.87	eV
frontier orbital gap	10.60	eV

Per-atom natural (NBO) charges, elementary charge units:
1 C -0.421
2 C -0.166
3 Cl -0.058
4 H 0.213
5 H 0.222
6 H 0.211
7 S -0.277
8 H 0.127
9 H 0.149

---

Least stable of them? version A.

---

Version A
C8H13N4 | ωB97M-V with the def2-TZVPD basis set

CARTESIAN COORDINATES (ANGSTROEM)
C  3.994  -0.296  0.093
N  2.762  -0.471  0.312
N  1.878  0.372  -0.082
C  0.489  0.178  -0.047
C  -0.410  1.227  -0.073
C  0.013  2.680  -0.187
C  -1.720  0.997  -0.140
C  -2.143  -0.394  0.002
C  -3.595  -0.695  0.075
N  -1.296  -1.341  0.059
N  0.001  -1.029  0.120
C  0.666  -2.351  0.278
H  4.602  -1.125  0.442
H  4.550  0.366  -0.451
H  2.082  1.190  -0.624
H  0.926  2.987  0.277
H  -0.837  3.182  0.244
H  0.081  2.873  -1.224
H  -2.488  1.753  -0.184
H  -3.801  -1.664  0.548
H  -3.982  -0.713  -0.962
H  -4.124  0.232  0.599
H  1.138  -2.560  -0.665
H  1.364  -2.500  1.080
H  -0.149  -2.899  0.510

total charge	+1
multiplicity	1
lowest unoccupied orbital energy	-4.29	eV
frontier orbital gap	8.69	eV

Per-atom natural (NBO) charges, elementary charge units:
1 C -0.099
2 N -0.230
3 N -0.381
4 C 0.420
5 C -0.017
6 C -0.637
7 C -0.134
8 C 0.239
9 C -0.652
10 N -0.212
11 N -0.092
12 C -0.389
13 H 0.197
14 H 0.179
15 H 0.377
16 H 0.239
17 H 0.243
18 H 0.239
19 H 0.247
20 H 0.260
21 H 0.253
22 H 0.238
23 H 0.226
24 H 0.246
25 H 0.238

---

Version B
C8H13N4 | ωB97M-V with the def2-TZVPD basis set

CARTESIAN COORDINATES (ANGSTROEM)
C  -0.205  -2.311  -0.230
C  -1.415  -2.123  -0.791
N  -2.467  -1.501  -0.257
C  -2.327  -0.368  0.349
N  -3.397  0.516  0.312
C  -2.938  1.766  0.123
N  -1.550  1.804  0.151
C  -1.171  0.513  0.385
C  0.219  0.151  0.457
C  0.891  -0.250  1.757
N  0.917  1.294  -0.267
C  1.615  0.709  -1.430
H  -0.149  -2.205  0.799
H  0.463  -2.861  -0.858
H  -1.650  -2.482  -1.741
H  -4.408  0.454  0.312
H  -3.609  2.488  -0.064
H  1.850  -0.726  1.738
H  0.258  -0.812  2.512
H  0.978  0.829  2.262
H  0.158  1.861  -0.613
H  1.596  1.728  0.290
H  0.797  0.295  -2.113
H  2.472  1.285  -1.773
H  2.224  -0.200  -1.154

total charge	+1
multiplicity	1
lowest unoccupied orbital energy	-4.37	eV
frontier orbital gap	7.66	eV

Per-atom natural (NBO) charges, elementary charge units:
1 C -0.370
2 C -0.008
3 N -0.358
4 C 0.321
5 N -0.513
6 C 0.308
7 N -0.565
8 C 0.044
9 C 0.155
10 C -0.679
11 N -0.554
12 C -0.447
13 H 0.208
14 H 0.230
15 H 0.213
16 H 0.448
17 H 0.212
18 H 0.242
19 H 0.268
20 H 0.221
21 H 0.473
22 H 0.423
23 H 0.248
24 H 0.247
25 H 0.233

---

Least stable of them? version B.

---

Version A
H3N2OS | ωB97M-V with the def2-TZVPD basis set

CARTESIAN COORDINATES (ANGSTROEM)
N  0.408  -0.441  -0.032
N  -0.126  -1.048  -1.190
O  0.153  -2.178  -1.457
S  -0.329  2.144  1.439
H  0.570  -1.085  0.751
H  -0.118  0.342  0.375
H  -0.559  2.266  0.113

total charge	-1
multiplicity	1
lowest unoccupied orbital energy	4.46	eV
frontier orbital gap	7.58	eV

Per-atom natural (NBO) charges, elementary charge units:
1 N -0.666
2 N 0.222
3 O -0.406
4 S -0.996
5 H 0.337
6 H 0.419
7 H 0.089

---

Version B
H3N2OS | ωB97M-V with the def2-TZVPD basis set

CARTESIAN COORDINATES (ANGSTROEM)
N  -0.025  -0.193  -0.605
N  -1.302  0.230  -1.244
O  -2.298  -0.413  -0.861
S  1.913  1.008  1.490
H  -0.119  -0.919  0.168
H  0.394  0.625  -0.423
H  1.437  -0.338  1.474

total charge	-1
multiplicity	1
lowest unoccupied orbital energy	3.69	eV
frontier orbital gap	6.66	eV

Per-atom natural (NBO) charges, elementary charge units:
1 N -0.646
2 N 0.234
3 O -0.396
4 S -1.029
5 H 0.370
6 H 0.405
7 H 0.063

---

Version C
H3N2OS | ωB97M-V with the def2-TZVPD basis set

CARTESIAN COORDINATES (ANGSTROEM)
N  -0.053  0.122  -1.216
N  -0.941  0.935  -1.226
O  0.160  -0.887  -0.444
S  -2.256  0.874  0.131
H  2.572  -0.449  1.320
H  -1.463  -0.003  0.676
H  1.981  -0.591  0.759

total charge	-1
multiplicity	1
lowest unoccupied orbital energy	4.15	eV
frontier orbital gap	7.27	eV

Per-atom natural (NBO) charges, elementary charge units:
1 N 0.130
2 N -0.340
3 O -0.645
4 S -0.261
5 H -0.099
6 H 0.137
7 H 0.078

---

Least stable of them? version C.

---

Version A
C9H14O | ωB97M-V with the def2-TZVPD basis set

CARTESIAN COORDINATES (ANGSTROEM)
C  2.604  0.636  1.281
C  -1.366  -0.506  2.083
C  -1.193  0.320  0.901
C  -0.406  -0.854  3.005
C  0.158  0.661  0.766
C  0.978  -0.575  2.756
C  1.177  0.218  1.602
O  -2.639  -1.042  2.362
H  -2.065  0.685  0.380
H  -3.266  -0.329  2.551
H  -0.745  -1.459  3.842
H  0.474  1.118  -0.168
H  1.770  -1.183  3.152
H  3.028  -0.139  0.635
H  3.271  0.771  2.141
H  2.766  1.642  0.858
C  -0.566  0.752  -3.755
C  -0.592  -0.693  -3.248
H  0.377  1.138  -4.135
H  -1.270  0.788  -4.590
H  -1.006  1.401  -2.966
H  -0.618  -1.342  -4.131
H  -1.270  -1.016  -2.473
H  0.399  -0.991  -2.851

total charge	-1
multiplicity	2
⟨S²⟩	0.76
lowest unoccupied orbital energy (alpha / beta)	3.54 / 3.53	eV
frontier orbital gap (alpha / beta)	2.91 / 6.81	eV

Per-atom natural (NBO) charges, elementary charge units:
1 C -0.622
2 C 0.262
3 C -0.503
4 C -0.327
5 C -0.274
6 C -0.432
7 C -0.070
8 O -0.750
9 H 0.181
10 H 0.443
11 H 0.186
12 H 0.170
13 H 0.173
14 H 0.188
15 H 0.189
16 H 0.192
17 C -0.612
18 C -0.621
19 H 0.202
20 H 0.186
21 H 0.216
22 H 0.181
23 H 0.232
24 H 0.208

---

Version B
C9H14O | ωB97M-V with the def2-TZVPD basis set

CARTESIAN COORDINATES (ANGSTROEM)
C  -1.086  0.886  -2.528
C  -2.511  0.447  -1.984
O  -0.903  2.260  -2.260
H  -0.336  0.311  -2.003
H  -1.226  0.689  -3.585
H  -3.134  1.258  -2.382
H  -1.641  2.766  -2.587
H  -2.467  0.661  -0.931
H  -2.909  -0.517  -2.324
C  0.201  1.137  2.409
C  1.050  -2.491  1.434
C  0.326  -1.366  1.963
C  1.920  -2.185  0.440
C  0.709  -0.072  1.672
C  2.218  -0.895  -0.011
C  1.561  0.233  0.592
H  0.937  -3.500  1.832
H  -0.502  -1.641  2.633
H  2.421  -3.111  0.062
H  3.024  -0.766  -0.716
H  0.676  2.097  2.102
H  0.617  1.176  3.438
H  1.894  1.253  0.394
H  -0.841  1.371  2.339

total charge	-1
multiplicity	2
⟨S²⟩	0.76
lowest unoccupied orbital energy (alpha / beta)	3.30 / 3.27	eV
frontier orbital gap (alpha / beta)	2.35 / 6.59	eV

Per-atom natural (NBO) charges, elementary charge units:
1 C -0.065
2 C -0.637
3 O -0.717
4 H 0.219
5 H 0.134
6 H 0.164
7 H 0.451
8 H 0.221
9 H 0.207
10 C -0.621
11 C -0.357
12 C -0.403
13 C -0.210
14 C -0.038
15 C -0.426
16 C -0.359
17 H 0.174
18 H 0.168
19 H 0.165
20 H 0.175
21 H 0.193
22 H 0.192
23 H 0.179
24 H 0.190

---

Least stable of them? version B.

---

Version A
CH5N2S | ωB97M-V with the def2-TZVPD basis set

CARTESIAN COORDINATES (ANGSTROEM)
C  0.363  -0.213  0.304
N  1.595  -0.062  0.046
N  -0.651  0.415  -0.197
S  -2.314  0.112  0.295
H  0.145  -0.982  1.022
H  2.360  -0.635  0.558
H  1.779  0.542  -0.662
H  -0.577  1.664  -0.763
H  -2.699  -0.842  -0.602

total charge	+1
multiplicity	1
lowest unoccupied orbital energy	-4.65	eV
frontier orbital gap	9.93	eV

Per-atom natural (NBO) charges, elementary charge units:
1 C 0.374
2 N -0.676
3 N -0.706
4 S 0.265
5 H 0.229
6 H 0.468
7 H 0.412
8 H 0.483
9 H 0.152

---

Version B
CH5N2S | ωB97M-V with the def2-TZVPD basis set

CARTESIAN COORDINATES (ANGSTROEM)
N  -0.930  -0.555  0.343
C  0.187  -0.013  -0.460
N  1.106  0.861  0.339
S  1.813  -0.630  -0.260
H  -0.451  -0.916  1.102
H  -1.185  -1.311  -0.276
H  -1.579  0.265  0.609
H  -0.268  0.548  -1.259
H  1.305  1.751  -0.139

total charge	+1
multiplicity	1
lowest unoccupied orbital energy	-4.12	eV
frontier orbital gap	9.92	eV

Per-atom natural (NBO) charges, elementary charge units:
1 N -0.686
2 C -0.128
3 N -0.682
4 S 0.470
5 H 0.447
6 H 0.460
7 H 0.479
8 H 0.236
9 H 0.403

---

Least stable of them? version B.